(1)
Molecular formula: C17H54N4O10
Method: DFT, the ωB97M-V functional and the def2-TZVPD basis

```
85
Properties=species:S:1:pos:R:3:forces:R:3:lowdin_charge:R:1
N 46.86000 43.70900 50.65100 5.53 2.52 -3.15 0.33
H 47.46000 44.66000 50.68300 -1.36 -2.32 -0.54 0.17
H 45.95000 43.94000 50.54200 -3.90 0.60 -0.57 0.07
H 47.09800 43.37900 51.50800 0.33 -1.73 3.39 0.07
H 47.22100 43.05200 49.89000 -0.46 0.52 0.33 0.13
C 48.10700 45.07800 47.90900 -5.67 -3.41 -5.81 -0.79
O 48.91100 44.75100 48.70700 4.17 -0.35 4.24 0.02
O 47.49200 46.26500 47.97000 1.67 3.66 2.47 0.06
O 47.56100 44.26600 47.02800 1.21 2.57 2.03 -0.07
H 48.04600 46.85300 48.67100 -1.97 -1.70 -2.34 0.17
C 48.65700 43.95900 42.02700 1.03 -3.59 -0.64 -0.05
C 48.64700 43.39600 43.54400 1.49 2.14 0.50 -0.43
C 49.73300 44.18400 44.35500 0.68 2.57 -5.25 -0.10
O 51.07700 43.97200 43.75800 -3.54 -1.33 -1.10 -0.15
C 52.07600 44.46700 44.49900 2.34 -2.89 -8.79 -0.15
N 47.46000 43.61000 44.27000 -1.22 3.43 -5.52 0.06
H 48.50900 45.04800 41.92600 0.26 -0.53 0.22 0.05
H 47.86300 43.37900 41.34400 1.60 1.35 1.67 0.10
H 49.76500 43.55700 41.63100 -2.93 1.59 0.83 0.12
H 48.81700 42.38400 43.55600 1.10 -2.52 -0.40 0.09
H 49.82800 44.01500 45.34300 -0.25 -1.13 3.45 0.06
H 49.37700 45.36200 44.24700 1.11 -2.51 0.20 0.17
H 51.90400 45.34200 44.69800 -1.56 9.69 2.78 0.01
H 53.05100 44.45200 43.90500 -1.11 0.47 -0.36 0.14
H 52.44600 43.96100 45.17300 2.32 -5.49 7.88 0.00
H 47.42600 44.61500 44.13600 -1.33 0.29 0.63 0.05
H 47.08600 43.45100 45.11600 0.02 -1.60 3.73 -0.01
C 46.11800 39.68600 48.14900 -1.54 -2.55 -3.34 -0.09
C 47.46900 40.23800 47.58400 -1.29 -1.09 -2.19 -0.45
C 47.20700 40.44900 46.04500 2.82 -0.38 -0.04 -0.22
O 47.06200 39.16600 45.43000 -2.45 1.02 3.03 -0.21
C 47.38400 39.16200 44.11300 5.14 -2.06 2.97 -0.12
N 47.65700 41.55300 48.16400 1.24 2.55 -1.25 0.01
H 46.07600 38.44600 47.76100 -0.29 3.77 1.51 0.15
H 45.08700 40.26000 47.70000 3.10 -1.48 0.65 0.13
H 45.96500 39.84200 49.18600 0.37 -0.42 1.18 0.01
H 48.37700 39.48900 47.45300 -1.76 1.46 1.54 0.18
H 48.29200 40.79300 45.70200 -2.29 0.28 0.14 0.15
H 46.36000 41.18500 45.84100 1.05 -0.89 0.00 0.14
H 48.51000 38.97700 44.22300 -1.02 0.35 -1.72 0.13
H 47.12900 39.97300 43.63200 -0.86 4.82 -2.45 0.03
H 46.89700 38.42500 43.64200 -1.47 -3.31 -1.62 0.05
H 47.01800 42.13100 47.54400 0.64 -0.37 1.47 0.05
H 48.58000 42.03000 47.87000 -1.40 -1.43 0.58 0.08
C 50.39100 44.27400 51.84300 0.44 4.35 4.08 0.00
C 49.66800 44.96100 53.06800 3.05 7.08 -5.26 -0.29
C 50.70700 45.98100 53.67300 -0.66 0.70 0.08 -0.21
O 51.54200 45.10800 54.45100 0.32 1.80 -0.95 -0.19
C 52.62500 45.86100 54.86700 1.53 3.62 0.96 -0.18
N 48.47600 45.75800 52.64400 1.06 -1.33 -4.26 0.05
H 50.37600 44.77100 50.96100 -0.05 2.04 -2.44 0.03
H 49.93000 43.45500 51.73900 -3.70 -6.59 -1.31 0.00
H 51.35500 43.97900 52.08900 1.98 -0.08 0.67 0.08
H 49.43000 44.30100 53.73900 -1.51 -3.61 3.87 0.08
H 50.31100 46.81400 54.32000 -0.52 -1.23 0.23 0.12
H 51.20300 46.79200 52.92900 -0.28 -2.80 0.70 0.16
H 53.03000 46.58400 53.97400 -1.13 -1.36 2.22 0.13
H 53.48200 45.27600 55.09300 0.50 -1.05 0.23 0.05
H 52.47000 46.52100 55.93200 -0.07 -1.46 -3.02 0.14
H 48.68800 46.58700 52.03100 0.76 -1.64 -0.17 0.10
H 48.12600 46.31300 53.31600 -1.76 1.41 4.06 0.01
C 47.46800 48.09800 44.68100 -5.99 2.38 -1.57 -0.20
O 46.96800 46.90400 45.05100 -2.12 -3.59 0.92 -0.14
H 48.39500 48.05600 44.91600 6.90 0.52 0.51 -0.01
H 47.04200 48.89300 45.37800 0.13 -0.14 -1.43 0.10
H 47.21000 48.20900 43.54100 0.75 0.38 2.28 0.13
H 46.88500 46.74200 46.01300 0.40 0.37 -0.77 0.07
C 51.83700 42.57200 48.58600 -3.73 0.76 4.21 -0.11
O 50.59200 42.81100 47.97700 2.57 -5.90 -3.59 -0.09
H 52.57900 42.85800 47.97000 2.88 0.33 -1.90 0.04
H 51.91600 41.67900 49.22800 0.05 -0.76 -1.50 0.09
H 51.75700 43.22100 49.45600 1.07 0.97 0.17 0.07
H 50.10900 43.47200 48.29800 -2.70 4.47 2.47 -0.06
C 50.48700 47.99500 48.53500 0.82 2.05 1.42 -0.13
O 50.22700 47.00000 49.58600 1.17 2.55 -0.87 -0.12
H 50.54900 49.00400 49.03100 -0.02 -1.06 0.22 0.09
H 49.78200 48.25600 47.78800 -1.84 -0.91 -0.54 0.04
H 51.39400 48.06700 47.89800 0.24 -1.60 0.94 0.08
H 49.68100 46.26000 49.35000 -0.16 -1.14 -1.10 -0.02
C 44.07200 43.85900 47.03800 1.30 -8.43 1.17 -0.08
O 45.08200 43.62900 47.97100 0.68 -2.29 2.47 -0.11
H 43.56500 44.39100 47.58100 -6.94 6.23 4.20 0.00
H 43.55500 42.94400 46.74100 0.12 -0.05 0.01 0.11
H 44.53900 44.25200 46.33500 3.02 3.89 -7.08 0.02
H 45.82700 44.11600 47.68300 1.89 0.58 -0.70 -0.01
```
Forces are in eV/Å.

gap between HOMO and LUMO = 7.4501 eV
total energy = -1650.92082 Eh
HOMO level = -7.602 eV
ΔE to the lowest compared entry with this formula, charge and spin = 1215.07 kJ/mol

(2)
Molecular formula: C17H54O12
Method: DFT, the ωB97M-V functional and the def2-TZVPD basis

```
83
Properties=species:S:1:pos:R:3:forces:R:3:lowdin_charge:R:1
O -2.19486 11.90326 -25.68101 -0.39 -0.25 -0.16 -0.08
C -1.31162 12.56377 -26.59107 0.10 0.37 0.16 -0.22
C -1.02347 11.66203 -27.76658 0.07 -0.90 0.09 -0.25
O -2.14656 11.40398 -28.59337 0.26 0.34 0.28 -0.06
H -2.12944 12.28933 -24.80477 0.13 0.10 -0.05 0.09
H -1.75706 13.49991 -26.94630 -0.07 -0.04 0.01 0.12
H -0.38765 12.81035 -26.06017 0.14 -0.07 -0.18 0.12
H -0.64409 10.70008 -27.39146 -0.01 0.15 0.14 0.09
H -0.21816 12.07466 -28.37433 -0.17 0.27 -0.12 0.12
H -2.81384 10.98117 -28.02797 -0.16 0.04 -0.21 0.04
O -3.46141 6.24025 -26.82316 0.30 -0.32 0.74 -0.07
C -3.68852 7.58039 -26.39007 -0.51 0.44 -1.18 -0.22
C -2.56085 8.11224 -25.55562 -0.17 -0.74 0.51 -0.25
O -1.42635 8.33934 -26.36681 -0.10 0.16 -0.01 -0.06
H -3.80965 6.09642 -27.70906 -0.03 0.03 -0.12 0.04
H -3.76926 8.20246 -27.28695 0.03 0.20 0.18 0.10
H -4.65814 7.66561 -25.88834 0.14 -0.07 0.29 0.11
H -2.35768 7.35807 -24.77619 0.14 0.06 -0.02 0.11
H -2.88703 9.00261 -25.01081 -0.04 0.19 -0.28 0.12
H -0.82915 8.91334 -25.86630 0.18 -0.01 0.10 0.04
C 0.62141 4.57601 -24.57864 0.25 0.08 0.16 -0.09
C -0.48934 5.16875 -25.40123 -0.40 0.20 -0.76 -0.34
O -1.68423 4.44735 -25.13537 -0.15 -0.08 0.52 -0.09
H 0.37820 4.61798 -23.51512 -0.13 -0.13 -0.03 0.08
H 1.55636 5.13084 -24.69049 -0.03 0.02 -0.21 0.07
H 0.79994 3.54151 -24.87080 -0.01 -0.04 0.11 0.08
H -0.29586 5.10229 -26.48141 0.31 -0.11 0.08 0.12
H -0.60953 6.24351 -25.23286 -0.04 -0.07 0.30 0.07
H -2.44955 4.92994 -25.47575 0.21 0.19 -0.34 0.04
C -8.19492 4.89091 -26.93780 -0.10 -0.38 0.31 -0.08
C -6.97679 5.79025 -26.90857 -0.01 1.16 -1.62 -0.30
O -7.32933 7.19362 -26.96191 -0.04 -0.01 0.87 -0.10
H -8.98783 5.37794 -27.50895 0.01 -0.04 -0.06 0.07
H -8.61186 4.64433 -25.95994 0.08 0.22 0.08 0.08
H -7.97989 3.93983 -27.42938 0.10 0.04 0.00 0.07
H -6.41994 5.68111 -27.84708 0.24 -0.74 0.24 0.09
H -6.27194 5.67780 -26.09070 -0.20 -0.13 0.18 0.09
H -7.99230 7.31566 -27.64655 -0.02 -0.10 -0.02 0.07
C -0.43107 9.38636 -22.62353 0.09 0.38 -0.47 -0.07
C 0.61337 8.71549 -23.48883 0.03 -0.40 0.00 -0.30
O 0.69680 9.42743 -24.71791 -0.35 0.27 -0.16 -0.10
H -1.41881 9.23076 -23.05944 -0.07 -0.15 0.23 0.06
H -0.26365 10.46654 -22.63823 0.12 -0.04 0.16 0.08
H -0.38489 9.03254 -21.59670 -0.14 -0.09 0.01 0.08
H 0.31783 7.67738 -23.68626 0.02 -0.01 0.05 0.10
H 1.59014 8.68040 -22.99751 0.01 0.15 -0.01 0.12
H 1.37236 9.03694 -25.28293 0.40 0.01 0.22 0.04
C -4.69053 2.72835 -26.97128 0.59 0.12 -0.71 -0.08
C -5.01197 2.90228 -25.51329 -0.53 -0.26 0.13 -0.30
O -5.29482 1.62021 -24.92884 0.13 0.05 -0.10 -0.08
H -3.97286 1.92328 -27.14433 -0.15 -0.16 0.27 0.08
H -4.18503 3.60596 -27.38581 -0.22 0.17 0.18 0.06
H -5.57045 2.53390 -27.58638 -0.07 -0.09 0.14 0.07
H -5.91820 3.50750 -25.41062 0.18 0.26 0.01 0.09
H -4.19137 3.38875 -24.98205 0.03 -0.07 0.02 0.09
H -6.05090 1.71499 -24.34639 0.05 -0.03 0.07 0.07
C 1.90334 8.67557 -28.01982 -0.54 -0.72 -0.18 -0.07
C 2.51820 7.70343 -27.02763 0.81 0.38 -0.24 -0.28
O 3.25171 8.41855 -26.01152 -0.50 -0.30 0.29 -0.09
H 2.64632 9.14540 -28.66198 0.11 0.25 0.24 0.08
H 1.29084 9.39831 -27.48214 0.18 0.25 -0.12 0.05
H 1.21802 8.15094 -28.69461 0.05 -0.05 0.11 0.09
H 3.21362 7.01019 -27.50841 -0.18 -0.08 -0.15 0.11
H 1.76566 7.10376 -26.51819 -0.09 0.13 0.11 0.10
H 4.02304 8.83973 -26.39860 -0.06 0.02 -0.14 0.09
C -5.77670 11.21325 -27.54009 -0.42 0.25 0.28 -0.13
O -4.49579 10.83316 -27.08181 -0.02 -0.18 0.06 -0.14
H -5.76610 12.17596 -28.06044 0.11 -0.12 -0.19 0.08
H -6.15773 10.43020 -28.19202 0.15 0.03 -0.13 0.07
H -6.49563 11.31166 -26.71816 0.11 -0.10 0.05 0.08
H -4.20268 11.43028 -26.38304 0.17 -0.02 -0.02 0.07
C -4.68574 7.35493 -29.80303 -0.05 0.09 -0.07 -0.13
O -4.41448 5.95695 -29.66967 0.06 0.18 0.05 -0.13
H -5.01158 7.60324 -30.81434 -0.01 0.00 0.01 0.08
H -5.44471 7.67868 -29.08424 -0.03 -0.02 -0.03 0.07
H -3.76680 7.90313 -29.60136 0.04 -0.08 0.01 0.09
H -5.01040 5.47398 -30.24656 -0.01 -0.08 0.08 0.08
C -4.88109 5.97181 -22.83912 0.68 -0.85 0.47 -0.15
O -4.14293 7.09392 -22.36627 -0.33 0.11 -0.28 -0.12
H -5.50189 5.55334 -22.04065 -0.30 0.17 -0.15 0.08
H -5.48066 6.20866 -23.71177 -0.03 0.42 0.07 0.07
H -4.18899 5.16582 -23.11853 -0.06 0.08 -0.18 0.07
H -3.70804 6.80873 -21.55901 0.09 0.09 0.00 0.07
```
Forces are in eV/Å.

gap between HOMO and LUMO = 9.8857 eV
SMILES = OCCO.OCCO.CCO.CCO.CCO.CCO.CCO.CO.CO.CO
total energy = -1582.85214 Eh
HOMO level = -9.365 eV
ΔE to the lowest compared entry with this formula, charge and spin = 290.31 kJ/mol